# 1
This record from the OMol25 dataset describes C32H70F12KN2O22S4 as an isolated structure. The level of theory is ωB97M-V with the def2-TZVPD basis set.

Positions of all 143 atoms, in Å:
K1 -3.50146 -0.42957 -1.00374
C1 -1.65495 -4.01906 9.65606
F1 -1.37860 -5.27954 9.47721
F2 -2.80507 -3.91292 9.11604
F3 -1.56601 -3.68018 10.93500
S1 -0.36929 -2.94756 8.67470
O1 -0.85213 -1.53347 8.50571
O2 0.90520 -3.06396 9.40765
N1 -0.11798 -3.96462 7.24255
S2 -0.91713 -3.18135 6.15293
O3 -2.41052 -3.33311 6.25946
O4 -0.46941 -1.82818 5.75554
C2 -0.54345 -4.19773 4.66970
F4 -1.26549 -3.74939 3.64615
F5 0.74122 -4.18174 4.45112
F6 -0.92626 -5.44553 4.93202
C3 0.16764 -2.31900 0.42749
F7 0.84956 -3.17024 1.30402
F8 0.94624 -1.93298 -0.65848
F9 -0.90928 -3.03858 0.01873
S3 -0.50930 -0.73227 1.31742
O5 -1.54991 -1.17995 2.25661
O6 0.59844 -0.17049 2.10982
N2 -1.06445 0.24455 -0.01922
S4 0.03386 1.27583 -0.24096
O7 -0.21720 2.52143 0.40951
O8 1.45293 0.85884 -0.26337
C4 -0.31031 1.65098 -2.11534
F10 0.55747 2.60471 -2.52438
F11 -0.12705 0.61353 -2.89908
F12 -1.49154 2.18308 -2.25744
C5 7.33066 3.40593 2.29413
O9 6.24872 2.34404 2.27819
C6 5.17988 2.75654 1.36878
C7 5.49530 2.61604 -0.10954
O10 5.75199 1.30841 -0.77960
C8 4.58958 0.70120 -1.30071
H1 7.96520 3.47259 1.41038
H2 7.95489 3.12258 3.14158
H3 6.99507 4.43914 2.38342
H4 4.89245 3.76694 1.65959
H5 4.32409 2.14988 1.66490
H6 6.22689 3.37343 -0.39104
H7 4.59633 3.04531 -0.55188
H8 3.95930 0.32049 -0.49703
H9 4.84565 -0.14517 -1.93803
H10 3.95508 1.34107 -1.91395
C9 4.24276 3.84960 -6.56988
O11 3.23669 2.99575 -7.08512
C10 1.90354 3.50161 -6.99680
C11 1.36701 3.65942 -5.57222
O12 1.62476 5.02884 -5.22052
C12 1.30788 5.28413 -3.83046
H11 5.11524 3.19870 -6.62645
H12 3.98758 4.08486 -5.53662
H13 4.41977 4.78852 -7.09448
H14 1.29873 2.81949 -7.59434
H15 1.89490 4.45447 -7.52600
H16 1.98953 3.06177 -4.90635
H17 0.33588 3.30780 -5.53702
H18 1.78087 4.52934 -3.20222
H19 0.27202 5.39473 -3.50972
H20 1.87273 6.19520 -3.63302
C13 -3.80417 3.19367 -0.15748
O13 -4.25442 2.40997 -1.21185
C14 -5.58768 2.75897 -1.54913
C15 -5.99300 1.77660 -2.65944
O14 -5.80256 0.46981 -2.34312
C16 -6.57809 -0.47770 -3.15860
H21 -2.89310 2.89410 0.36050
H22 -4.60908 3.24633 0.57564
H23 -3.62192 4.18677 -0.56815
H24 -5.62561 3.79958 -1.87130
H25 -6.28312 2.70438 -0.71158
H26 -5.34921 2.09983 -3.47747
H27 -7.02800 1.98639 -2.92938
H28 -7.52182 -0.69348 -2.65768
H29 -6.20178 -1.49763 -3.23755
H30 -6.91079 -0.19546 -4.15747
C17 -1.26129 -11.43975 1.17291
O15 -1.18136 -10.03222 1.04964
C18 0.08925 -9.49239 0.67465
C19 -0.07017 -7.94197 0.56141
O16 -0.95355 -7.42582 -0.38119
C20 -1.35153 -6.12740 0.12392
H31 -1.17458 -11.94270 0.20978
H32 -2.21014 -11.77148 1.59450
H33 -0.49967 -11.88762 1.81123
H34 0.42264 -9.95232 -0.25563
H35 0.76716 -9.57312 1.52437
H36 0.87671 -7.68617 0.08590
H37 0.15311 -7.43708 1.50128
H38 -2.20490 -5.65443 -0.36204
H39 -0.56597 -5.37185 0.13624
H40 -1.79044 -6.22451 1.11691
C21 -1.03796 5.52486 -0.56105
O17 -0.79560 6.49544 -1.48426
C22 -0.96463 7.88239 -1.02076
C23 -0.89588 8.89493 -2.12079
O18 0.25238 8.78709 -2.90499
C24 1.62209 8.86372 -2.51807
H41 -0.86361 4.55441 -1.02572
H42 -2.06517 5.60854 -0.20618
H43 -0.63439 5.62288 0.44674
H44 -0.31179 8.04418 -0.16301
H45 -1.97187 7.96104 -0.61163
H46 -0.94322 9.93581 -1.80075
H47 -1.82482 8.78972 -2.68123
H48 1.63515 9.80167 -1.96292
H49 2.16215 8.65822 -3.44230
H50 1.91342 8.04076 -1.86542
C25 1.33047 -2.99801 -4.44827
O19 1.48534 -4.36925 -4.90382
C26 2.73621 -4.88871 -4.54538
C27 3.01173 -5.46158 -3.17158
O20 2.29305 -6.64781 -2.91869
C28 0.94489 -6.37622 -2.42616
H51 1.49949 -2.69490 -3.41499
H52 0.43123 -2.56698 -4.88837
H53 2.00867 -2.34820 -5.00136
H54 3.48438 -4.13843 -4.80115
H55 2.97766 -5.71934 -5.20859
H56 2.88162 -4.72151 -2.38197
H57 4.06738 -5.73150 -3.20072
H58 0.35741 -5.67494 -3.01875
H59 1.15379 -5.83563 -1.50299
H60 0.47466 -7.35865 -2.46869
C29 -0.82719 2.86680 3.58342
O21 -1.41007 2.45726 4.73963
C30 -1.53531 1.03584 4.82073
C31 -2.97808 0.49434 4.49478
O22 -3.90613 0.64699 5.66696
C32 -3.71609 -0.32453 6.73963
H61 -0.87396 3.94967 3.46817
H62 -1.29703 2.41839 2.70805
H63 0.20083 2.55162 3.40471
H64 -1.30368 0.89460 5.87643
H65 -0.72314 0.56783 4.26448
H66 -2.88244 -0.50634 4.07335
H67 -3.18990 1.12932 3.63453
H68 -3.75434 -1.29356 6.24200
H69 -4.62240 -0.27003 7.34274
H70 -2.83299 -0.08772 7.33304

Computed properties:
2S+1: 2
<S²>: 0.77
HOMO-LUMO gap (alpha / beta): 7.77 / 3.42 eV
net charge: 0

Mulliken atomic charge list, values in e, 99 entries: 0.859, 0.706, -0.228, -0.169, -0.179, 0.938, -0.463, -0.607, -0.435, 1.418, -0.502, -0.431, 0.525, -0.178, -0.199, -0.245, 0.542, -0.187, -0.221, -0.146, 0.605, -0.355, -0.587, 0.327, 0.004, -0.374, -0.306, 0.288, -0.114, -0.194, -0.135, -0.745, -0.395, -0.405, -0.247, -0.424, -0.516, 0.286, 0.277, 0.323, 0.408, 0.169, 0.393, 0.144, 0.262, 0.306, 0.191, -0.569, -0.384, -0.633, -0.204, -0.405, -0.249, 0.236, 0.217, 0.263, 0.316, 0.316, 0.268, 0.352, 0.039, 0.360, 0.056, -0.606, -0.070, -0.754, -0.567, -0.258, -0.930, -0.026, 0.454, 0.202, 0.372, 0.419, 0.309, 0.465, 0.368, 0.270, 0.372, -0.796, -0.303, -0.507, -0.533, -0.382, -0.901, 0.313, 0.252, 0.314, 0.335, 0.315, 0.371, 0.419, 0.318, 0.301, 0.443, -0.723, -0.123, -0.554, -0.677

=====

# 2
This record from the OMol25 dataset describes C32H70O7Si2 as an isolated structure. The level of theory is ωB97M-V with the def2-TZVPD basis set.

Positions of all 111 atoms, in Å:
C1 0.23389 2.39746 -4.21897
C2 0.45564 2.42153 -5.73391
C3 -0.49413 1.54017 -6.59613
C4 -1.82126 1.12183 -5.95747
C5 -1.75611 -0.16073 -5.12612
C6 -3.09681 -0.43639 -4.42346
C7 -3.13870 0.14756 -2.98928
C8 -3.05595 -0.90732 -1.88556
C9 -1.60821 -1.30176 -1.53052
C10 -1.43432 -1.80745 -0.08482
C11 -1.30145 -3.34238 0.02647
C12 -0.14542 -3.87021 0.89672
C13 1.19427 -3.16331 0.70585
C14 1.76728 -3.32479 -0.71564
Si1 2.52323 -4.99880 -1.04115
O1 3.33725 -4.95067 -2.50680
Si2 2.53912 -5.21287 -3.94259
H1 0.44752 1.40812 -3.81555
H2 -0.77751 2.69585 -3.94616
H3 0.92409 3.09957 -3.74658
H4 0.40739 3.45202 -6.09054
H5 1.47849 2.07987 -5.91023
H6 0.04741 0.63451 -6.88097
H7 -0.70467 2.09576 -7.51172
H8 -2.53509 0.92651 -6.76509
H9 -2.25936 1.93633 -5.37274
H10 -1.50698 -0.98136 -5.80539
H11 -0.95147 -0.11787 -4.38893
H12 -3.91595 -0.02628 -5.01702
H13 -3.23994 -1.51786 -4.39368
H14 -4.06200 0.72031 -2.87224
H15 -2.32190 0.86537 -2.87139
H16 -3.57030 -0.54777 -0.99685
H17 -3.57994 -1.80976 -2.21691
H18 -1.27810 -2.06228 -2.24534
H19 -0.96813 -0.43261 -1.71276
H20 -2.33185 -1.51021 0.46075
H21 -0.60740 -1.29565 0.40396
H22 -2.22628 -3.73019 0.46197
H23 -1.24156 -3.80005 -0.96312
H24 0.00524 -4.92113 0.62526
H25 -0.41708 -3.87076 1.95483
H26 1.90653 -3.59828 1.41846
H27 1.14655 -2.10291 0.95333
H28 1.03847 -3.06074 -1.48731
H29 2.59726 -2.61682 -0.83165
H30 1.50599 -6.07017 -1.10914
H31 3.52395 -5.32826 -0.00402
H32 3.21945 -6.31138 -4.65638
H33 2.56265 -3.99782 -4.78040
H34 1.12504 -5.56444 -3.69337
C15 -3.07589 3.82557 0.19812
C16 -2.95226 2.44619 0.79142
O2 -3.46574 1.48314 0.26659
C17 -2.15159 2.30701 2.06298
H35 -3.67423 3.77557 -0.70938
H36 -3.54797 4.50014 0.91365
H37 -2.08675 4.22258 -0.02966
H38 -2.59190 2.91375 2.85329
H39 -1.12733 2.63742 1.90430
H40 -2.16105 1.25877 2.36077
C18 0.73724 6.99391 2.54954
C19 0.46550 5.51707 2.41919
O3 -0.62103 5.09920 2.08616
C20 1.60784 4.58782 2.73939
H41 -0.15944 7.55559 2.29845
H42 1.03523 7.22417 3.57358
H43 1.54789 7.28571 1.87964
H44 1.92259 4.74043 3.77196
H45 2.45255 4.79057 2.07801
H46 1.29078 3.55495 2.61292
C21 -1.21120 4.08122 7.57014
C22 -0.69348 3.78762 6.18627
O4 0.13068 4.49851 5.65281
C23 -1.24179 2.56474 5.49118
H47 -0.73622 4.98092 7.95342
H48 -2.29231 4.22766 7.54169
H49 -0.98524 3.25070 8.24074
H50 -2.32305 2.65285 5.37709
H51 -1.02124 1.66892 6.07423
H52 -0.78346 2.47894 4.50943
C24 -4.11603 -2.49672 -8.76540
C25 -3.26079 -3.31280 -7.82606
O5 -3.08293 -2.97553 -6.67996
C26 -2.63845 -4.56801 -8.38928
H53 -4.50193 -1.62492 -8.24215
H54 -3.52473 -2.17227 -9.62338
H55 -4.94974 -3.09842 -9.13117
H56 -1.99352 -4.31927 -9.23372
H57 -3.41734 -5.24656 -8.74102
H58 -2.05072 -5.06138 -7.61887
C27 2.55685 3.66757 8.22893
C28 2.11574 2.97468 9.49515
O6 1.16950 3.37087 10.13609
C29 2.90922 1.76342 9.92163
H59 1.90652 4.51742 8.03471
H60 3.58403 4.01982 8.33587
H61 2.50294 2.97804 7.38470
H62 3.95204 2.03898 10.08634
H63 2.87690 1.00107 9.14141
H64 2.49324 1.35798 10.84085
C30 5.71773 -5.30429 3.78887
C31 5.77846 -3.82313 3.50131
O7 5.81998 -3.00526 4.38978
C32 5.78017 -3.41722 2.04747
H65 5.72012 -5.46863 4.86374
H66 4.81038 -5.73144 3.35820
H67 6.57735 -5.80741 3.34314
H68 4.87312 -3.77658 1.55763
H69 6.64171 -3.84994 1.53653
H70 5.82416 -2.33318 1.97108

Computed properties:
HOMO-LUMO gap: 9.73 eV
net charge: 0

Mulliken atomic charge list, values in e, 99 entries: -1.047, -0.425, -0.758, -0.707, -0.198, -0.879, -0.517, -1.090, -0.373, -0.618, -0.992, -0.875, -0.618, -0.238, 0.428, -0.196, 0.446, 0.172, 0.230, 0.470, 0.327, 0.260, 0.333, 0.338, 0.408, 0.285, 0.322, 0.022, 0.404, 0.370, 0.356, 0.224, 0.671, 0.265, 0.308, 0.215, 0.440, 0.377, 0.400, 0.478, 0.266, 0.427, 0.275, 0.441, 0.006, 0.359, -0.133, -0.224, -0.149, -0.134, -0.129, -1.118, 0.555, -0.551, -0.716, 0.333, 0.360, 0.258, 0.319, 0.095, 0.429, -1.228, 0.943, -0.475, -1.072, 0.302, 0.301, 0.365, 0.245, 0.459, 0.172, -1.231, 0.846, -0.495, -0.940, 0.287, 0.414, 0.280, 0.348, 0.421, 0.074, -1.111, 0.842, -0.486, -1.158, 0.257, 0.327, 0.362, 0.342, 0.341, 0.287, -0.978, 0.845, -0.544, -1.140, 0.163, 0.428, 0.280, 0.330

=====

# 3
This record from the OMol25 dataset describes a 9-piece molecular cluster, C32H72F10N9O20S10 overall. The level of theory is ωB97M-V with the def2-TZVPD basis set.

Positions of all 153 atoms, in Å:
C1 7.04741 -0.69498 -2.96710
C2 6.08847 0.49839 -2.94852
C3 6.36646 1.52352 -4.07566
N1 5.42427 2.74090 -3.89955
C4 5.78545 3.53585 -2.57248
C5 5.51102 3.63340 -5.14141
C6 4.25055 4.49266 -5.13287
C7 3.26405 3.68912 -4.29292
C8 3.95071 2.34304 -3.82119
H1 7.55125 -0.67511 -3.93346
H2 6.53629 -1.65620 -3.02099
H3 7.83665 -0.81059 -2.22425
H4 5.84987 0.74492 -1.91393
H5 5.18901 -0.02542 -3.27209
H6 6.34293 1.19831 -5.11574
H7 7.37570 1.88187 -3.87285
H8 5.29700 4.51027 -2.57841
H9 6.83467 3.82609 -2.62721
H10 5.54190 2.95352 -1.68384
H11 6.47740 4.13730 -5.12436
H12 5.66789 3.04202 -6.04350
H13 4.43011 5.50709 -4.77682
H14 3.91280 4.61001 -6.16256
H15 2.91494 4.28540 -3.44991
H16 2.24340 3.43100 -4.57535
H17 3.60574 1.81368 -2.93300
H18 3.66818 1.61189 -4.57861
C9 -0.45001 -1.68097 -2.58941
C10 0.60507 -2.77990 -2.12549
C11 0.14609 -3.43711 -0.80915
N2 1.08876 -4.46393 -0.20032
C12 1.30792 -5.72595 -1.15416
C13 0.58933 -4.94035 1.12445
C14 1.30990 -4.34708 2.19475
C15 2.72615 -4.26642 1.56205
C16 2.45829 -3.94200 0.19510
H19 0.01983 -0.98590 -3.28528
H20 -0.60345 -0.92908 -1.81532
H21 -1.23811 -2.02717 -3.25810
H22 1.44303 -2.17196 -1.78442
H23 0.65536 -3.53208 -2.91276
H24 -0.77109 -4.02548 -0.83579
H25 0.06862 -2.68938 -0.01985
H26 1.79578 -5.48411 -2.09841
H27 0.27198 -6.00676 -1.34408
H28 1.89518 -6.55830 -0.76630
H29 0.59751 -6.02780 1.05046
H30 -0.46088 -4.74875 1.34456
H31 1.51907 -4.88899 3.11707
H32 0.79121 -3.45344 2.54183
H33 3.24456 -5.20684 1.74902
H34 3.35296 -3.61077 2.16647
H35 3.25573 -4.37291 -0.41030
H36 2.59247 -2.86558 0.08819
C17 -5.69041 4.97800 -3.17679
C18 -4.42163 4.18562 -2.87061
C19 -3.87270 4.17493 -1.46033
N3 -2.43679 3.50602 -1.22543
C20 -2.39238 2.10493 -1.87724
C21 -2.28539 3.42860 0.34181
C22 -1.04334 4.36788 0.48734
C23 -0.99601 5.30859 -0.65450
C24 -1.34920 4.43605 -1.81250
H37 -6.02156 4.78975 -4.19806
H38 -5.45767 6.03258 -3.32446
H39 -6.51516 4.77006 -2.49514
H40 -3.65070 4.51980 -3.56495
H41 -4.44385 3.17279 -3.27284
H42 -4.66787 3.87927 -0.77594
H43 -3.74273 5.21745 -1.16987
H44 -3.31332 1.54019 -1.73224
H45 -1.61224 1.60826 -1.30035
H46 -2.09438 2.36668 -2.89252
H47 -2.10644 2.37453 0.55398
H48 -3.25746 3.64968 0.78260
H49 -0.05940 3.95794 0.71517
H50 -1.12955 4.97501 1.38848
H51 0.04322 5.63448 -0.69807
H52 -1.69551 6.10700 -0.40681
H53 -0.40568 3.92359 -2.00025
H54 -1.74869 4.91063 -2.70876
C25 2.44887 2.60384 8.32279
C26 3.26757 3.13256 7.11414
C27 2.41368 3.62030 5.95735
N4 3.29196 4.07088 4.66759
C28 2.19848 4.76484 3.75418
C29 4.44511 5.06511 4.92415
C30 5.73682 4.25741 4.89432
C31 5.50722 3.12113 3.89931
C32 3.99034 2.86401 3.81767
H55 3.13420 2.10476 9.00788
H56 1.67466 1.93534 7.94621
H57 2.00311 3.38331 8.94071
H58 3.99905 2.41330 6.74578
H59 3.92876 3.87931 7.55379
H60 1.70948 4.39749 6.25430
H61 1.86898 2.73542 5.62812
H62 1.55853 5.40285 4.36368
H63 1.59024 3.86429 3.66964
H64 2.59990 4.99728 2.76780
H65 4.45583 5.69541 4.03493
H66 4.24036 5.54612 5.88061
H67 6.56192 4.70218 4.33801
H68 6.15021 3.90031 5.83756
H69 5.93954 3.26284 2.90879
H70 5.82361 2.17410 4.33650
H71 3.60899 3.10111 2.82446
H72 3.51007 1.94108 4.14272
N5 -6.01161 2.23403 1.34487
S1 -5.28715 0.64138 1.65943
O1 -3.93274 0.33770 1.07931
O2 -6.21994 -0.49889 1.74560
F1 -4.95500 0.96782 3.17042
S2 -6.60998 1.72378 0.03508
O3 -7.99976 1.21099 0.21025
O4 -5.88362 1.21760 -1.07860
F2 -7.01069 3.13509 -0.55810
N6 2.23558 -2.03075 6.81453
S3 2.82981 -0.84193 7.88781
O5 1.75128 -0.28324 8.73007
O6 4.08186 -0.12064 7.72426
F3 3.48069 -2.05714 8.75689
S4 2.56085 -1.21036 5.61414
O7 3.96091 -1.25751 5.00602
O8 1.76598 0.06930 5.56365
F4 1.85319 -2.14338 4.48218
N7 0.91349 -0.41341 0.40515
S5 0.24438 -0.07246 1.74019
O9 0.30228 1.30314 2.17151
O10 0.18775 -1.11502 2.79562
F5 -1.28848 -0.16959 1.16882
S6 2.41443 0.40316 0.63693
O11 3.20445 -0.27943 1.65063
O12 2.36501 1.87386 0.55051
F6 3.04462 -0.05186 -0.76675
N8 -3.53822 3.89860 4.73970
S7 -3.46915 4.25365 6.16718
O13 -2.76004 5.45350 6.61867
O14 -3.62167 3.19510 7.14605
F7 -5.02773 4.83182 6.20356
S8 -1.85012 3.73286 4.64233
O15 -1.16852 2.88074 5.66887
O16 -1.07195 4.90319 4.16639
F8 -1.80746 2.82189 3.34305
N9 7.80564 0.64951 2.72550
S9 6.80714 0.40341 1.68769
O17 6.82822 -0.87390 0.97713
O18 6.14268 1.49040 0.93436
F9 5.66652 0.11556 2.77125
S10 8.96086 0.92889 1.62650
O19 8.99130 2.16158 0.77397
O20 9.64322 -0.26036 0.99783
F10 10.00372 1.33893 2.73589

Computed properties:
2S+1: 2
<S²>: 0.75
HOMO-LUMO gap (alpha / beta): 2.04 / 7.74 eV
net charge: -2

Mulliken atomic charge list, values in e, 99 entries: -1.461, 0.179, -1.648, 4.619, -1.438, -2.162, -0.768, -1.640, -1.997, 0.457, 0.320, 0.329, 0.001, 0.094, 0.310, 0.129, 0.307, 0.167, 0.423, 0.139, 0.334, 0.464, 0.804, 0.002, 1.007, 0.274, 0.814, -1.359, 0.181, -0.973, 0.810, -1.187, -1.016, 0.012, -0.772, 0.241, 0.450, 0.104, 0.434, 0.014, 0.466, 0.618, 0.013, 0.325, 0.434, 0.413, 0.378, 0.328, 0.589, -0.083, 0.366, 0.386, 0.332, -0.551, -1.449, -0.541, -0.344, 0.842, -1.265, -0.167, 0.369, -1.095, -0.859, 0.405, 0.371, 0.307, 0.278, 0.407, 0.223, 0.320, 0.207, 0.536, 0.465, -0.162, 0.443, -0.209, 0.143, 0.593, 0.248, 0.481, 0.377, -1.722, 0.027, -0.343, 0.648, -1.308, -0.748, -0.785, -0.372, -0.092, 0.391, 0.357, 0.457, 0.202, 0.296, 0.355, 0.020, 0.455, 0.387

=====

Values of max |F|, in order: 7.0 0.8 14.1, all in eV/A.